(1)
{"formula": "C33H13BrF4GaN7O7S2", "method": "ωB97M-V with the def2-TZVPD basis set", "e_lumo_ev": [-2.350, -2.189], "relative_energy_kj_mol": 339.1, "species": ["Ga", "Br", "C", "C", "C", "C", "C", "C", "N", "N", "C", "C", "C", "C", "O", "C", "N", "C", "C", "C", "C", "H", "H", "H", "H", "H", "H", "H", "H", "H", "O", "S", "O", "O", "C", "C", "C", "C", "C", "C", "S", "O", "O", "O", "H", "H", "H", "H", "F", "C", "C", "F", "C", "C", "C", "F", "C", "C", "C", "N", "C", "N", "F", "C", "C", "N", "C", "N"], "coordinates": [[1.558, -0.644, 0.670], [4.333, 6.537, -0.667], [5.417, 5.229, 0.159], [5.050, 4.725, 1.398], [5.828, 3.749, 2.001], [6.975, 3.295, 1.360], [7.369, 3.853, 0.150], [6.576, 4.804, -0.470], [7.885, 2.343, 1.933], [7.512, 1.268, 2.415], [6.134, 0.858, 2.362], [5.494, 0.591, 3.541], [4.144, 0.191, 3.594], [3.437, 0.017, 2.432], [2.162, -0.363, 2.381], [4.125, 0.216, 1.201], [3.383, -0.033, 0.087], [3.918, 0.085, -1.113], [5.263, 0.452, -1.265], [6.028, 0.711, -0.159], [5.466, 0.620, 1.131], [4.159, 5.091, 1.890], [5.541, 3.359, 2.967], [8.301, 3.535, -0.300], [6.865, 5.228, -1.422], [6.045, 0.721, 4.464], [3.662, 0.015, 4.546], [3.280, -0.128, -1.958], [5.680, 0.517, -2.259], [7.073, 0.972, -0.268], [1.340, -0.502, -2.733], [0.146, -0.140, -2.031], [-0.705, 0.872, -2.561], [0.416, 0.159, -0.560], [-0.918, -1.614, -1.998], [-1.532, -1.889, -3.309], [-2.100, -3.069, -3.569], [-2.035, -4.177, -2.639], [-1.363, -4.108, -1.486], [-0.760, -2.844, -1.016], [0.608, -3.051, 0.146], [1.790, -2.412, -0.477], [0.682, -4.436, 0.443], [0.284, -2.121, 1.271], [-1.485, -1.099, -4.045], [-2.563, -3.234, -4.533], [-2.491, -5.116, -2.924], [-1.225, -4.974, -0.856], [-3.502, -0.777, 4.036], [-4.214, -1.575, 3.248], [-5.320, -2.163, 3.749], [-5.641, -1.918, 5.018], [-6.172, -3.026, 2.974], [-5.745, -3.190, 1.608], [-4.637, -2.601, 1.119], [-4.319, -2.792, -0.165], [-3.775, -1.770, 1.897], [-2.666, -1.166, 1.352], [-1.762, -0.308, 2.072], [-0.975, 0.319, 2.627], [-2.343, -1.020, -0.012], [-1.675, -1.745, -0.803], [-6.463, -3.956, 0.788], [-7.298, -3.634, 3.486], [-8.152, -4.478, 2.712], [-8.886, -5.157, 2.143], [-7.725, -3.489, 4.841], [-8.131, -3.422, 5.915]], "forces_ev_per_angstrom": [[0.4, -0.5, -0.1], [0.0, 0.0, 0.0], [0.0, 0.0, 0.0], [0.0, 0.0, 0.0], [0.0, 0.0, 0.0], [0.0, 0.0, 0.0], [0.0, 0.0, 0.0], [0.0, 0.0, 0.0], [0.1, -0.1, 0.0], [0.0, 0.0, 0.0], [0.0, 0.0, 0.0], [0.0, 0.0, 0.0], [0.0, 0.0, 0.0], [0.1, 0.1, 0.0], [-0.1, 0.1, 0.0], [-0.1, 0.0, 0.0], [0.1, 0.0, -0.2], [0.1, 0.0, 0.1], [0.0, 0.0, 0.0], [0.1, 0.0, 0.0], [-0.1, 0.0, 0.1], [0.0, 0.0, 0.0], [0.0, 0.0, 0.0], [0.0, 0.0, 0.0], [0.0, 0.0, 0.0], [0.0, 0.0, 0.0], [0.0, 0.0, 0.0], [0.0, 0.0, 0.0], [0.0, 0.0, 0.0], [0.0, 0.0, 0.0], [0.0, 0.0, 0.0], [-0.1, 0.0, 0.1], [0.0, 0.1, 0.0], [-0.1, 0.0, 0.1], [0.1, -0.1, 0.0], [0.0, 0.0, -0.1], [0.0, 0.1, -0.1], [0.0, 0.0, 0.1], [0.0, -0.1, 0.0], [-0.1, -0.2, -0.1], [-0.1, 0.3, 0.0], [0.1, 0.1, 0.0], [0.1, -0.1, 0.1], [-0.1, 0.0, -0.2], [0.0, 0.0, 0.0], [0.0, 0.0, 0.0], [0.0, 0.0, 0.0], [0.0, 0.0, 0.0], [0.0, 0.0, 0.0], [0.0, 0.0, 0.0], [0.1, 0.1, 0.0], [0.0, 0.0, 0.0], [-0.1, -0.1, 0.0], [0.1, 0.0, -0.1], [-0.1, -0.1, 0.0], [0.1, 0.0, 0.0], [-0.1, 0.1, 0.2], [0.1, 0.2, -0.3], [-0.1, -0.2, 0.6], [0.0, 0.1, -0.2], [-0.3, -0.1, -0.3], [0.2, 0.3, 0.2], [0.0, 0.0, 0.0], [0.2, 0.1, -0.1], [-0.1, -0.1, -0.1], [0.0, 0.0, 0.0], [-0.1, 0.0, 0.2], [0.0, 0.0, -0.1]], "nbo_charge": [2.0012, 0.0785, -0.0851, -0.2181, -0.2386, 0.1148, -0.2240, -0.2296, -0.1170, -0.1006, 0.0276, -0.1824, -0.2415, 0.3187, -0.8250, 0.0989, -0.5929, 0.1131, -0.2516, -0.1095, -0.0226, 0.2357, 0.2338, 0.2321, 0.2350, 0.2355, 0.2398, 0.2575, 0.2385, 0.2341, -0.9399, 2.4454, -0.9030, -1.0844, -0.1688, -0.1792, -0.1861, -0.1943, -0.1535, -0.2218, 2.4122, -0.9875, -0.8792, -1.0028, 0.2554, 0.2334, 0.2337, 0.2515, -0.2797, 0.3832, 0.3069, -0.2801, -0.0349, 0.2987, 0.4106, -0.3021, -0.2093, -0.1486, 0.2936, -0.2551, 0.3397, -0.3364, -0.2828, -0.2753, 0.2660, -0.2752, 0.2649, -0.2713]}

---

(2)
{"formula": "C33H19N6O7Ti", "method": "ωB97M-V with the def2-TZVPD basis set", "e_lumo_ev": [1.077, 1.079], "total_charge": -1, "species": ["Ti", "O", "C", "O", "C", "C", "C", "N", "C", "C", "C", "C", "C", "C", "C", "N", "C", "C", "C", "C", "C", "N", "H", "H", "H", "H", "H", "H", "H", "H", "H", "H", "O", "C", "C", "O", "C", "C", "O", "C", "O", "O", "N", "C", "C", "C", "C", "C", "C", "N", "C", "C", "C", "C", "N", "C", "C", "H", "H", "H", "H", "H", "H", "H", "H", "H"], "coordinates": [[0.333, 0.312, -0.634], [-1.753, -6.270, -0.476], [-0.893, -5.804, 0.294], [-0.296, -6.317, 1.258], [-0.500, -4.334, 0.008], [-1.017, -3.661, -1.078], [-0.654, -2.331, -1.316], [0.132, -1.669, -0.415], [0.778, -2.375, 0.558], [0.465, -3.690, 0.799], [1.852, -1.586, 1.135], [2.654, -1.985, 2.207], [3.662, -1.156, 2.634], [3.855, 0.070, 1.991], [3.023, 0.411, 0.955], [2.037, -0.396, 0.515], [-0.861, -1.565, -2.505], [-1.658, -1.959, -3.597], [-1.715, -1.182, -4.717], [-0.971, 0.020, -4.754], [-0.239, 0.380, -3.663], [-0.167, -0.375, -2.530], [-1.672, -4.217, -1.738], [0.954, -4.278, 1.565], [2.467, -2.936, 2.685], [4.294, -1.448, 3.463], [4.634, 0.753, 2.297], [3.122, 1.356, 0.436], [-2.210, -2.887, -3.533], [-2.320, -1.481, -5.563], [-0.977, 0.659, -5.626], [0.326, 1.305, -3.640], [0.624, 5.614, 2.443], [0.575, 4.561, 1.870], [1.038, 4.273, 0.439], [1.516, 5.082, -0.329], [0.775, 2.862, 0.250], [0.209, 2.250, 1.369], [-0.088, 1.008, 1.378], [0.033, 3.247, 2.449], [-0.436, 3.092, 3.549], [1.016, 2.130, -0.833], [-6.804, 1.033, 0.527], [-8.050, 1.569, 0.290], [-9.274, 1.430, 0.936], [-10.337, 2.131, 0.402], [-10.188, 2.940, -0.736], [-8.969, 3.074, -1.370], [-7.882, 2.377, -0.844], [-6.567, 2.336, -1.269], [-5.964, 1.537, -0.434], [-4.537, 1.196, -0.492], [-4.008, 0.111, 0.194], [-2.653, -0.145, 0.109], [-1.834, 0.612, -0.624], [-2.340, 1.652, -1.298], [-3.680, 1.980, -1.258], [-6.530, 0.475, 1.316], [-9.392, 0.805, 1.811], [-11.310, 2.054, 0.870], [-11.050, 3.470, -1.120], [-8.847, 3.696, -2.246], [-4.624, -0.557, 0.781], [-2.200, -0.973, 0.637], [-1.637, 2.238, -1.878], [-4.060, 2.829, -1.805]], "forces_ev_per_angstrom": [[0.0, 0.0, 0.5], [0.0, 0.0, 0.0], [0.0, 0.0, 0.0], [0.0, 0.0, 0.0], [0.0, 0.0, 0.0], [0.0, 0.0, 0.0], [0.1, 0.0, 0.0], [-0.1, -0.1, -0.2], [0.0, 0.0, 0.0], [0.0, 0.0, 0.0], [0.0, 0.0, 0.0], [0.0, 0.0, 0.0], [0.0, 0.0, 0.0], [0.0, 0.0, 0.0], [0.0, 0.0, 0.0], [0.0, 0.0, 0.0], [0.0, 0.0, 0.0], [0.0, 0.0, -0.1], [0.0, 0.0, 0.0], [0.0, 0.0, 0.0], [0.0, 0.0, 0.0], [0.0, 0.0, 0.0], [0.0, 0.0, 0.0], [0.0, 0.0, 0.0], [0.0, 0.0, 0.0], [0.0, 0.0, 0.0], [0.0, 0.0, 0.0], [0.0, 0.0, 0.0], [0.0, 0.0, 0.0], [0.0, 0.0, 0.0], [0.0, 0.0, 0.0], [0.0, 0.0, 0.0], [0.0, 0.0, 0.0], [0.0, 0.0, 0.0], [0.0, 0.0, 0.0], [0.0, 0.0, 0.0], [0.0, 0.0, 0.0], [0.0, 0.0, 0.0], [0.0, 0.0, -0.1], [0.0, 0.0, 0.0], [0.0, 0.0, 0.0], [0.0, -0.1, -0.1], [0.1, 0.0, 0.0], [0.0, 0.0, 0.0], [0.0, 0.0, 0.0], [0.0, 0.0, 0.0], [0.0, 0.0, 0.0], [0.0, 0.0, 0.0], [0.0, 0.0, 0.0], [0.0, 0.0, 0.0], [0.0, 0.0, 0.0], [-0.1, 0.0, 0.0], [0.0, 0.0, 0.0], [0.0, 0.0, 0.0], [0.1, 0.0, 0.0], [-0.1, 0.0, 0.0], [0.1, 0.0, 0.0], [0.0, 0.0, 0.0], [0.0, 0.0, 0.0], [0.0, 0.0, 0.0], [0.0, 0.0, 0.0], [0.0, 0.0, 0.0], [0.0, 0.0, 0.0], [0.0, 0.0, 0.0], [0.0, 0.0, 0.0], [0.0, 0.0, 0.0]], "nbo_charge": [1.5638, -0.7522, 0.7397, -0.7500, -0.1136, -0.1868, 0.1668, -0.5773, 0.0907, -0.1544, 0.1928, -0.2101, -0.1702, -0.2642, 0.0596, -0.4839, 0.1089, -0.1970, -0.2128, -0.2696, 0.0121, -0.5432, 0.2490, 0.2503, 0.2296, 0.2160, 0.2220, 0.2183, 0.2275, 0.2144, 0.2186, 0.2115, -0.4889, 0.3941, 0.3712, -0.5585, 0.1393, 0.3098, -0.7151, 0.3776, -0.5141, -0.7528, -0.5470, 0.1711, -0.2617, -0.2090, -0.2314, -0.1923, 0.0638, -0.4396, 0.3661, -0.0467, -0.1827, 0.0629, -0.4734, 0.0534, -0.2050, 0.4205, 0.2167, 0.2121, 0.2119, 0.2236, 0.2111, 0.2338, 0.2234, 0.2495]}

---

(3)
{"formula": "C33H20AuN3S3", "method": "ωB97M-V with the def2-TZVPD basis set", "e_lumo_ev": -0.590, "species": ["Au", "S", "C", "C", "C", "C", "C", "C", "N", "C", "C", "C", "C", "C", "C", "C", "H", "H", "H", "H", "H", "H", "H", "H", "S", "C", "C", "C", "C", "C", "C", "N", "C", "C", "C", "C", "C", "C", "C", "C", "N", "C", "C", "C", "C", "C", "S", "C", "H", "H", "H", "H", "H", "H", "H", "H", "H", "H", "H", "H"], "coordinates": [[-0.151, -1.366, 0.541], [4.746, -1.193, 1.329], [4.795, -1.118, -0.401], [5.880, -0.913, -1.250], [5.643, -0.877, -2.612], [4.348, -1.042, -3.121], [3.275, -1.248, -2.276], [3.501, -1.289, -0.901], [2.520, -1.474, 0.063], [3.009, -1.443, 1.255], [2.182, -1.581, 2.482], [2.828, -1.646, 3.716], [2.099, -1.744, 4.888], [0.713, -1.777, 4.809], [0.075, -1.715, 3.577], [0.776, -1.614, 2.370], [6.881, -0.784, -0.860], [6.469, -0.718, -3.294], [4.189, -1.008, -4.191], [2.267, -1.374, -2.652], [3.912, -1.624, 3.769], [2.603, -1.795, 5.845], [0.125, -1.853, 5.717], [-1.007, -1.748, 3.557], [-7.035, -2.408, -1.045], [-7.447, -4.044, -0.792], [-6.365, -4.783, -0.428], [-5.179, -4.000, -0.348], [-5.386, -2.685, -0.653], [-4.402, -1.585, -0.662], [-3.023, -1.879, -0.653], [-2.076, -0.967, -0.619], [-2.433, 0.340, -0.652], [-3.773, 0.735, -0.668], [-4.109, 2.136, -0.661], [-3.151, 3.079, -0.645], [-1.760, 2.709, -0.655], [-0.724, 3.658, -0.644], [0.587, 3.254, -0.671], [0.827, 1.862, -0.725], [-0.123, 0.962, -0.714], [-1.401, 1.360, -0.669], [1.730, 4.185, -0.654], [3.044, 3.888, -0.429], [3.890, 5.031, -0.478], [3.198, 6.173, -0.738], [1.528, 5.870, -0.919], [-4.757, -0.262, -0.661], [-8.465, -4.374, -0.929], [-6.406, -5.842, -0.218], [-4.220, -4.401, -0.051], [-2.686, -2.907, -0.670], [-5.156, 2.414, -0.662], [-3.411, 4.131, -0.630], [-0.980, 4.712, -0.608], [1.841, 1.480, -0.782], [3.405, 2.890, -0.223], [4.958, 5.000, -0.324], [3.579, 7.178, -0.832], [-5.801, 0.033, -0.649]], "forces_ev_per_angstrom": [[-0.6, 0.0, 0.9], [0.1, 0.0, 0.1], [0.1, 0.0, 0.0], [0.0, 0.0, 0.0], [0.0, 0.0, 0.0], [0.0, 0.0, 0.0], [0.0, 0.0, 0.0], [-0.2, 0.0, 0.1], [0.4, 0.0, -0.4], [-0.4, -0.1, 0.2], [0.1, 0.1, -0.3], [0.0, 0.0, 0.1], [0.0, 0.0, -0.1], [0.0, 0.0, 0.0], [-0.1, -0.1, -0.1], [0.4, 0.0, -0.4], [0.0, 0.0, 0.0], [0.0, 0.0, 0.0], [0.0, 0.0, 0.0], [0.0, 0.0, 0.0], [0.0, 0.0, 0.0], [0.0, 0.0, 0.0], [0.0, 0.0, 0.0], [0.0, 0.0, 0.0], [-0.1, 0.1, -0.1], [0.0, -0.1, 0.0], [0.1, 0.1, 0.0], [0.0, -0.2, 0.1], [0.2, 0.2, 0.0], [0.0, -0.4, 0.0], [0.0, -0.1, 0.0], [0.2, 0.1, -0.1], [0.2, 0.1, 0.0], [-0.1, 0.1, 0.0], [-0.1, -0.2, 0.0], [0.2, 0.1, 0.0], [-0.1, 0.2, 0.0], [-0.2, 0.1, 0.0], [0.4, 0.0, 0.0], [0.0, 0.0, 0.0], [0.2, 0.0, -0.1], [-0.1, -0.2, 0.0], [-0.2, -0.2, 0.0], [0.2, 0.0, 0.0], [-0.1, -0.1, 0.0], [0.1, 0.0, 0.0], [-0.1, 0.1, -0.1], [-0.2, 0.2, 0.0], [0.0, 0.0, 0.0], [0.0, 0.0, 0.0], [0.0, 0.0, 0.0], [0.0, 0.0, 0.1], [0.0, 0.0, 0.0], [0.0, 0.0, 0.0], [0.0, 0.0, 0.0], [0.0, 0.0, 0.0], [0.0, 0.0, 0.0], [0.0, 0.0, 0.0], [0.0, 0.0, 0.0], [0.0, 0.0, 0.0]], "nbo_charge": [0.5450, 0.3588, -0.2427, -0.2172, -0.2171, -0.2213, -0.2180, 0.1677, -0.4895, 0.0978, -0.0831, -0.2070, -0.2429, -0.2028, -0.2597, -0.3276, 0.2193, 0.2143, 0.2143, 0.2258, 0.2030, 0.2090, 0.2060, 0.2053, 0.4528, -0.4112, -0.2499, -0.2259, -0.2309, -0.0953, 0.1036, -0.4739, 0.2434, -0.1078, -0.1845, -0.1825, -0.0067, -0.1658, -0.0840, 0.0944, -0.4170, 0.1139, -0.2322, -0.2230, -0.2499, -0.4118, 0.4496, -0.1219, 0.2425, 0.2298, 0.2265, 0.2075, 0.2182, 0.2167, 0.2176, 0.2020, 0.2288, 0.2291, 0.2413, 0.2192]}